Record 1
{
  "formula": "C17H41F2N4O12Si",
  "method": "ωB97M-V with the def2-TZVPD basis set",
  "charge": 1,
  "symbols": ["O", "O", "H", "H", "C", "H", "C", "C", "H", "H", "H", "H", "H", "C", "C", "O", "H", "H", "H", "N", "C", "C", "H", "O", "H", "O", "H", "F", "H", "F", "C", "H", "C", "C", "H", "N", "N", "H", "O", "N", "H", "H", "C", "H", "H", "H", "C", "H", "O", "H", "H", "C", "O", "H", "H", "C", "H", "H", "C", "H", "C", "Si", "H", "C", "O", "H", "H", "H", "H", "H", "O", "O", "H", "H", "H", "H", "O"],
  "xyz": [[5.57, 1.35, 0.84], [-7.05, 5.55, -3.76], [-0.89, -5.35, -2.77], [0.40, -0.83, -1.55], [2.98, 3.61, -0.97], [2.05, 2.63, -2.37], [-1.84, 0.09, 1.38], [-5.28, 0.81, -1.19], [-7.79, 3.33, -1.33], [-7.47, 4.90, -4.36], [1.80, 0.67, -0.14], [3.23, 3.42, 0.08], [6.73, -2.66, 5.02], [-7.96, 3.90, -2.25], [-1.29, -4.97, -3.71], [4.04, -0.85, 1.61], [0.40, 1.78, 0.46], [-0.10, -3.15, -3.72], [6.42, -2.31, 6.74], [-2.93, -0.35, 0.43], [-5.83, -1.14, 0.15], [5.94, 0.04, 0.42], [4.92, -4.19, 5.89], [-8.11, 2.99, -3.34], [3.96, -2.76, 6.34], [3.84, 3.72, -3.22], [-1.58, -3.06, -4.70], [-5.32, -1.89, -1.06], [3.59, 4.66, -3.31], [-6.39, 0.61, -2.20], [4.72, -3.14, 5.65], [-5.87, 4.29, -2.67], [5.99, -2.30, 5.73], [-6.80, 4.85, -2.54], [2.52, 4.60, -1.06], [-5.40, 0.31, 0.26], [-2.31, 1.06, 2.45], [4.65, 2.50, -1.80], [-2.68, -5.31, -3.75], [-3.69, 1.27, 2.22], [-2.94, -1.01, -0.38], [4.31, -2.16, 4.03], [-1.15, -3.45, -3.77], [7.02, -0.01, 0.29], [-0.78, -5.45, -4.55], [5.91, -0.77, 2.43], [0.54, -1.89, 2.37], [5.69, -1.99, 1.15], [5.68, -0.95, 5.37], [1.62, -2.30, 2.07], [0.67, -2.51, -0.70], [-0.04, -1.59, -0.74], [4.18, -3.08, 4.33], [-8.90, 4.45, -2.16], [-6.68, 5.58, -1.74], [5.45, -0.97, 1.46], [-1.10, -1.93, -1.11], [-0.23, -2.80, 2.48], [-4.09, 0.45, 1.00], [4.97, 4.24, -1.57], [4.21, 3.51, -1.86], [-0.11, -0.66, 1.00], [1.69, 1.13, 1.76], [1.10, 0.87, 0.78], [-6.60, -1.71, 1.11], [0.59, -1.27, 3.39], [-1.69, 1.47, 3.19], [6.12, 1.57, 1.61], [3.84, 0.10, 1.56], [-3.00, -5.10, -4.64], [-1.85, -2.86, -2.68], [-4.21, 1.50, -1.65], [-7.34, 2.39, -3.32], [5.45, -0.14, -0.55], [-2.66, -3.38, -2.57], [5.13, -0.58, 6.08], [2.00, 2.65, -1.39]]
}



Record 2
{
  "formula": "C29H31BO5",
  "method": "ωB97M-V with the def2-TZVPD basis set",
  "e_above_lowest_kj_mol": 299.9,
  "smiles": "CO/C=C1/C=CC(C)=C[C@H]1B(c1ccc(C)o1)c1ccc(C)o1.Cc1ccc(-c2ccc(C)o2)o1",
  "symbols": ["C", "C", "H", "H", "H", "H", "C", "C", "C", "C", "C", "C", "C", "H", "B", "H", "H", "O", "H", "H", "C", "C", "O", "H", "H", "H", "H", "H", "C", "C", "H", "H", "C", "O", "O", "H", "C", "H", "C", "C", "C", "H", "C", "C", "C", "H", "H", "C", "C", "C", "H", "C", "H", "C", "H", "C", "H", "C", "C", "H", "H", "H", "H", "O", "H", "H"],
  "xyz": [[-2.21, -0.73, -2.79], [1.59, 4.13, -0.16], [-3.19, 2.16, 3.24], [3.20, -1.04, -1.79], [2.73, -3.25, -0.55], [-2.21, -5.24, -0.20], [-1.47, 2.22, 0.42], [-0.45, -4.13, -0.60], [0.82, -4.29, -1.11], [-2.36, 0.61, -3.20], [4.14, 1.81, 1.06], [3.02, 2.63, 0.64], [0.95, 2.90, -0.10], [-2.89, -1.48, -3.18], [-0.36, 2.31, -0.56], [0.51, 1.48, -2.42], [2.73, 0.69, -1.84], [1.46, -0.56, 1.94], [-4.13, -0.64, 1.02], [-3.12, 0.21, -5.18], [-2.80, 2.06, 2.24], [1.81, -0.44, 3.24], [1.82, 2.00, 0.51], [3.72, 4.68, 0.37], [-2.43, -3.89, -1.32], [1.12, -5.00, -1.88], [2.40, 0.87, 4.78], [1.14, 5.06, -0.51], [1.99, -1.70, 3.76], [-1.73, -4.68, -1.00], [4.15, 1.72, 2.15], [-4.99, 0.48, 2.11], [0.49, -0.63, -0.22], [-0.45, -3.20, 0.42], [1.80, -0.48, -0.43], [-0.96, 3.37, 2.22], [-3.31, 1.28, 1.24], [2.48, 1.58, 3.15], [-1.29, -1.08, -1.81], [-0.40, -0.17, -1.31], [0.82, -2.61, 0.41], [-1.29, -2.10, -1.42], [1.65, -3.38, -0.44], [-4.45, 0.40, 1.16], [-3.34, 0.85, -4.31], [-5.11, 0.68, 0.33], [-4.35, 0.57, -3.98], [-1.63, 2.67, 1.72], [-1.62, 1.59, -2.61], [2.91, 3.95, 0.30], [-1.80, 2.66, -2.81], [1.23, -1.90, 1.62], [-1.60, -5.36, -1.85], [2.36, -0.34, -1.75], [5.06, 2.33, 0.77], [1.62, -2.61, 2.75], [4.14, 0.81, 0.61], [-0.40, 1.26, -1.82], [1.91, 0.90, 3.80], [0.90, 1.35, 3.95], [2.31, -1.95, 4.77], [1.62, -3.70, 2.81], [1.62, -0.58, -2.54], [-2.53, 1.37, 0.12], [0.02, -0.37, 0.72], [-3.36, 1.89, -4.64]]
}



Respective HOMO-LUMO gap values: 6.93, 4.61 eV.
Respective HOMO level values: -11.73, -5.08 eV.
Respective largest force on an atom values: 0.2108, 0.0999 Eh/bohr.